Computed, not measured: one molecule with the formula C22H22N6OS2 in a non-equilibrium geometry, with the ωB97M-V functional and the def2-TZVPD basis.

Summary:
Highest occupied orbital energy = -8.708 eV
Net charge = 0
Molar mass = 450.59 g mol⁻¹
Gap between HOMO and LUMO = 9.129 eV
SMILES = O=C1CCCCCN1Cc1nnc(SCc2nc3ccccc3s2)n1-c1ccccn1

CARTESIAN COORDINATES (ANGSTROEM)
S (0.9800, -2.5721, 2.7896)
S (-2.5274, -2.9622, 1.2378)
O (-0.2805, 1.7861, -1.6492)
N (-0.9583, -0.7615, 3.4554)
N (-0.4975, -4.3272, 0.3775)
N (1.9955, -0.3472, 0.4148)
N (-1.5435, 0.3181, 2.9271)
N (-0.0606, -0.3957, 1.4868)
N (-0.0654, 2.3676, 0.5103)
C (1.6622, 3.0534, -1.0740)
C (1.5762, 4.5714, -0.8845)
C (0.6671, 2.9772, 1.6018)
C (-1.8470, -4.1164, -3.0320)
C (0.0630, -0.9574, -0.8625)
C (0.8519, -1.1463, -1.9823)
C (0.6966, -0.5660, 0.3105)
C (-0.3434, -3.8601, 2.7662)
C (-1.2631, -4.0780, -0.7209)
C (-0.9741, -4.4684, -2.0253)
C (0.3589, 2.3461, -0.7739)
C (-1.0201, 0.5413, 1.7536)
C (2.7367, -0.5269, -0.6639)
C (0.7038, 4.5040, 1.5104)
C (2.2176, -0.9307, -1.8836)
C (-3.0028, -3.3852, -2.7615)
C (-0.9945, -3.8320, 1.4445)
C (-2.4381, -3.3355, -0.4582)
C (-0.0629, -1.1843, 2.6100)
C (-3.3115, -2.9879, -1.4754)
C (-1.3017, 1.6885, 0.8520)
C (1.7817, 5.0164, 0.5605)
H (3.7932, -0.3355, -0.5326)
H (-1.0349, -3.6380, 3.5764)
H (-0.0758, -5.0320, -2.2191)
H (2.3478, 5.0390, -1.4998)
H (-1.9929, 2.3669, 1.3601)
H (1.8897, 2.8298, -2.1179)
H (2.8650, -1.0667, -2.7351)
H (2.7579, 4.6684, 0.9073)
H (-1.0045, -1.1020, -0.8953)
H (1.6864, 2.5774, 1.6383)
H (0.8949, 4.9048, 2.5074)
H (0.6084, 4.9240, -1.2477)
H (-1.7468, 1.3500, -0.0898)
H (-3.6681, -3.1230, -3.5700)
H (-0.2758, 4.8622, 1.1875)
H (2.4604, 2.6391, -0.4547)
H (0.1634, 2.6823, 2.5247)
H (0.1794, -4.8004, 2.9300)
H (-1.6353, -4.4105, -4.0490)
H (1.7910, 6.1081, 0.5939)
H (0.4015, -1.4533, -2.9134)
H (-4.2037, -2.4198, -1.2629)

Force components x, y, z for each atom (eV/Å):
-0.116 -0.247 0.185
0.435 -0.312 -0.245
-0.104 0.076 -0.364
0.497 -0.843 0.574
0.815 -0.509 0.353
-0.176 0.146 0.504
-0.703 1.027 -0.387
-0.642 0.189 0.839
-0.295 -0.121 0.222
-0.059 0.054 -0.260
0.239 -0.003 0.172
0.119 0.377 0.125
0.100 -0.064 -0.068
0.218 0.028 0.265
0.145 0.029 0.071
0.193 -0.289 -0.792
0.493 0.450 0.294
-0.897 0.457 -0.230
-0.007 0.011 0.066
0.256 0.017 -0.248
0.137 -0.152 -0.144
0.165 -0.044 -0.230
0.297 -0.093 0.082
-0.164 -0.031 -0.030
-0.140 0.112 0.007
-0.854 0.294 -0.233
0.280 -0.194 0.200
0.361 -0.196 -0.236
-0.072 0.038 -0.071
-0.195 -0.008 -0.274
-0.332 0.100 -0.102
0.113 -0.022 -0.103
0.044 -0.133 0.003
0.115 -0.073 -0.040
-0.069 0.000 -0.044
0.026 -0.105 -0.025
-0.052 -0.094 0.134
0.080 -0.006 -0.071
0.072 0.021 0.023
-0.092 -0.022 0.037
-0.064 -0.036 0.110
-0.046 0.030 0.037
-0.008 0.066 -0.075
0.009 0.117 0.209
-0.060 0.021 -0.075
-0.079 0.026 0.064
0.062 -0.017 0.013
0.093 -0.055 -0.068
-0.091 -0.030 0.002
0.021 -0.032 -0.087
0.082 0.007 0.033
-0.035 -0.021 -0.085
-0.114 0.059 -0.035

---

Computed, not measured: C4H6O2 as an isolated structure in a non-equilibrium geometry, with the ωB97M-V functional and the def2-TZVPD basis.

Summary:
Highest occupied orbital energy = -10.336 eV
Net charge = 0
Molar mass = 86.09 g mol⁻¹
Gap between HOMO and LUMO = 11.194 eV

CARTESIAN COORDINATES (ANGSTROEM)
O (0.5342, 0.1419, 1.8464)
O (0.6447, 2.2319, 0.8381)
C (-0.0825, -0.8880, 0.9910)
C (0.3056, 1.0923, 0.9238)
C (-0.4676, 0.1458, -0.0181)
C (0.0946, 0.0260, -1.4007)
H (-0.9291, -1.2892, 1.5599)
H (-1.5307, 0.3052, -0.1011)
H (0.6941, -1.6422, 0.6997)
H (1.1125, -0.3722, -1.4177)
H (-0.4615, -0.7487, -1.9601)
H (0.0858, 0.9971, -1.9613)

Force components x, y, z for each atom (eV/Å):
0.602 -0.142 0.414
0.091 -0.519 0.664
0.231 -0.940 1.178
-0.861 0.688 -1.506
0.533 0.543 -0.508
0.268 -0.190 -1.397
0.382 -0.399 -0.267
-0.352 0.337 0.358
-0.872 0.602 0.248
0.150 0.353 0.258
-0.057 0.570 0.036
-0.115 -0.904 0.522

---

Computed, not measured: one molecule with the formula C7H10O2 in a non-equilibrium geometry, with the ωB97M-V functional and the def2-TZVPD basis.

Summary:
Highest occupied orbital energy = -8.736 eV
Net charge = 0
Molar mass = 126.15 g mol⁻¹
Gap between HOMO and LUMO = 8.853 eV
SMILES = CC(=O)C(=O)C=C(C)C

CARTESIAN COORDINATES (ANGSTROEM)
O (0.7449, 1.8828, 0.3271)
O (1.7989, -1.4467, 0.8769)
C (-1.4397, -0.1171, -0.2250)
C (-2.0460, 1.2254, -0.0212)
C (-0.1027, -0.2689, -0.4999)
C (0.8209, 0.7350, -0.0186)
C (3.3297, 0.1305, -0.0318)
C (1.9578, -0.3917, 0.3065)
C (-2.2784, -1.3113, 0.0731)
H (-3.2029, -1.2553, -0.5028)
H (-2.5097, -1.3386, 1.1421)
H (0.2327, -1.1346, -1.0537)
H (3.7930, -0.4985, -0.7918)
H (-1.6510, 1.6792, 0.8954)
H (3.2778, 1.1601, -0.3799)
H (-1.7490, 1.9114, -0.8157)
H (-3.1296, 1.1697, 0.0566)
H (3.9481, 0.1157, 0.8645)
H (-1.7947, -2.2474, -0.2018)

Force components x, y, z for each atom (eV/Å):
0.473 0.118 -0.125
-0.512 0.750 -0.640
1.349 -0.401 0.052
0.206 0.317 0.472
-3.820 1.618 -1.555
0.128 -3.717 0.266
0.255 -0.016 -0.230
2.206 2.029 1.570
-0.302 -0.207 -0.886
-0.278 -0.014 0.234
-0.065 0.066 -0.109
0.273 -0.280 0.850
0.105 -0.010 0.017
-0.089 0.011 0.041
0.015 -0.020 -0.115
-0.147 -0.093 0.026
-0.027 -0.009 -0.021
0.050 -0.181 0.031
0.181 0.037 0.123

---

Computed, not measured: C17H28AlBBeBrCsF10IMgO23P2S2 as an isolated structure in a non-equilibrium geometry, with the ωB97M-V functional and the def2-TZVPD basis.

Summary:
Highest occupied orbital energy = -5.092 eV
Net charge = -1
Molar mass = 1327.27 g mol⁻¹
Gap between HOMO and LUMO = 0.996 eV

CARTESIAN COORDINATES (ANGSTROEM)
Cs (2.7339, -8.5443, 3.5908)
I (4.3450, -1.6150, -0.1404)
Br (-1.9353, 1.4056, -2.4623)
S (0.3139, -4.8048, 7.5448)
S (4.4885, -0.4578, 9.2912)
P (3.1033, 0.2329, -1.0678)
P (-1.9334, 0.4009, 0.4599)
Al (2.3206, -4.7860, 2.3437)
Mg (-0.7254, -1.4030, 3.1416)
F (2.6102, -6.4522, 2.7629)
F (8.8137, -4.1868, 0.7293)
F (6.5600, -4.1133, 0.6303)
F (2.0481, 3.1207, -1.0473)
F (1.9666, -3.9055, 3.7312)
F (4.4861, -0.3800, 6.6424)
F (3.6681, -4.1802, 1.5939)
F (2.5641, -0.8217, 7.5106)
F (0.9928, -4.7166, 1.3159)
F (4.1046, -2.3327, 7.4756)
O (-3.2841, 0.0841, 0.0375)
O (1.2810, -3.7084, 7.4108)
O (-1.3266, -1.0147, 1.2165)
O (3.7229, -1.2626, 10.2183)
O (-2.0425, 1.5835, 1.5016)
O (-0.7710, -4.5542, 6.5881)
O (7.7800, -6.2661, -2.9222)
O (-1.2845, 4.0195, 3.6274)
O (1.0632, -2.0788, -0.7946)
O (-6.0794, 1.5707, -6.9839)
O (7.7922, -3.2914, -1.2171)
O (2.7466, -0.2119, -2.6099)
O (7.7053, -5.6385, -0.7643)
O (-0.5613, -0.6460, -1.3562)
O (4.1621, 0.9483, 9.2947)
O (-0.2283, -4.8408, 8.9026)
O (-3.4501, 3.4869, -4.2765)
O (5.8991, -0.7607, 9.2449)
O (7.8754, -3.3900, -3.4239)
O (-2.1247, 2.1747, 4.6115)
O (2.3263, -0.2579, 3.2412)
O (1.9461, -0.6796, 1.9211)
O (0.9808, -6.0776, 7.2671)
C (-0.8825, 0.7089, -1.0317)
C (0.3039, 3.4488, 0.5027)
C (0.5117, 1.3243, -1.0013)
C (1.3826, 0.2968, -0.2471)
C (7.7648, -5.4421, -2.0512)
C (-4.8153, 3.8819, -4.4156)
C (1.4816, 0.4661, 1.2538)
C (7.8175, -3.9245, -2.2962)
C (-5.7526, 2.7878, -3.9470)
C (-7.6838, 2.4451, -8.5614)
C (0.7101, 2.8202, -0.8130)
C (-6.2365, 2.4561, -8.0936)
C (0.6514, -0.9757, -0.7936)
C (-3.5551, 4.0332, 4.3436)
C (3.8836, -1.0266, 7.6523)
C (-5.2905, 2.0534, -9.2148)
C (-2.1736, 3.3581, 4.1708)
B (7.7126, -4.3079, -0.0632)
Be (8.5835, -3.5089, -4.8691)
H (-5.9754, 3.4521, -7.7343)
H (-5.0079, 4.1268, -5.4659)
H (-4.3129, 3.4538, 3.8171)
H (-7.8367, 3.1329, -9.3938)
H (1.5205, 0.0441, 3.6916)
H (-6.7945, 3.0951, -4.0472)
H (-5.6003, 1.8815, -4.5325)
H (-7.9749, 1.4412, -8.8820)
H (0.4959, 2.8522, 1.3843)
H (-6.3057, 0.6832, -7.2799)
H (0.8306, 4.3854, 0.6315)
H (-8.3501, 2.7300, -7.7472)
H (-4.9482, 4.7848, -3.8223)
H (-3.5352, 5.0433, 3.9439)
H (0.1647, 3.3388, -1.5969)
H (-5.5591, 2.5391, -2.9024)
H (3.0436, 0.5243, -3.1533)
H (-5.3737, 2.7298, -10.0662)
H (-3.8164, 4.0724, 5.4003)
H (-4.2583, 2.0601, -8.8647)
H (-1.3637, 1.6074, 2.1988)
H (0.5116, 0.7350, 1.7029)
H (-0.7538, 3.6869, 0.4805)
H (-5.5104, 1.0379, -9.5550)
H (2.1489, 1.3073, 1.4349)
H (0.8233, 1.1729, -2.0362)
H (-2.0010, -1.1592, 1.9021)
H (-3.3282, 2.6975, -4.8133)

Force components x, y, z for each atom (eV/Å):
0.183 -2.912 1.365
-0.357 -0.120 -0.167
-0.233 0.393 0.338
0.102 -0.685 -0.257
-0.012 0.024 0.169
1.303 1.345 0.625
-2.616 1.170 -0.664
-0.014 0.641 -0.112
2.278 -0.471 1.064
-0.283 3.087 -1.205
0.290 0.100 -0.327
-0.169 0.117 -0.355
0.299 -0.390 -0.107
-0.365 -0.014 0.000
0.116 0.116 -0.029
0.271 -0.195 -0.064
-0.116 0.067 0.056
-0.240 -0.160 0.148
0.065 -0.105 0.031
-0.307 -0.602 -0.268
-0.266 0.460 0.293
0.882 0.834 1.071
-0.095 -0.093 0.028
1.285 -1.035 0.012
0.083 0.152 -0.453
0.084 0.259 -0.342
0.311 -0.289 -0.425
-0.176 -0.606 -0.117
0.128 0.272 0.136
0.014 0.220 -0.652
-0.565 -0.299 0.187
0.042 0.674 -0.587
-0.160 -0.363 -0.133
-0.077 0.200 -0.053
0.339 0.277 0.256
0.080 0.089 0.062
0.200 -0.082 -0.068
0.908 0.336 -2.096
0.160 -0.982 -0.421
0.520 -0.204 -0.196
-0.739 -0.368 0.539
-0.292 -0.216 -0.108
1.191 -0.844 0.185
-0.196 -0.070 -0.075
0.924 0.786 -0.053
-0.787 -1.736 -1.382
-0.068 -0.859 0.136
-0.038 -0.318 -0.114
0.028 0.614 -0.083
0.030 -0.250 0.624
0.062 -0.057 0.187
-0.090 0.123 0.135
-0.545 0.708 0.714
-0.176 -0.483 -0.367
0.608 0.373 0.922
0.057 0.023 0.113
-0.096 -0.120 -0.174
0.170 0.078 0.065
-0.256 0.464 -0.008
-0.187 -0.504 1.842
-0.952 -0.071 1.761
0.030 -0.045 0.150
-0.095 0.082 0.037
0.004 -0.085 0.063
-0.007 -0.017 -0.022
-0.092 0.248 0.012
-0.012 -0.037 -0.040
-0.098 0.036 -0.107
0.069 -0.002 -0.082
0.101 -0.064 0.146
-0.010 -0.034 -0.019
0.129 0.193 -0.052
0.016 0.047 0.010
0.139 0.032 0.010
0.102 0.024 -0.031
-0.169 -0.091 -0.239
-0.012 0.110 0.036
0.056 -0.018 -0.242
-0.008 -0.015 -0.021
-0.038 -0.098 0.007
0.008 0.051 0.008
-0.179 0.876 0.484
-0.055 0.252 -0.121
-0.220 -0.029 0.127
-0.097 0.025 -0.036
0.180 0.077 0.206
-0.076 -0.035 -0.233
-2.166 0.002 -1.538
-0.040 0.016 -0.113

---

Computed, not measured: one molecule with the formula C4H8OS in a non-equilibrium geometry, with the ωB97M-V functional and the def2-TZVPD basis.

Summary:
Highest occupied orbital energy = -9.169 eV
Net charge = 0
Molar mass = 104.17 g mol⁻¹
Gap between HOMO and LUMO = 9.971 eV
SMILES = O[C@H]1C[C@H](S)C1

CARTESIAN COORDINATES (ANGSTROEM)
S (2.3848, -0.2173, -0.5568)
O (-2.2189, -0.1459, -0.6223)
C (0.9418, -0.0354, 0.5233)
C (-0.1078, -1.1433, 0.2166)
C (-0.8056, -0.1296, -0.7259)
C (-0.1007, 1.0243, 0.0542)
H (-0.5703, -0.2052, -1.7766)
H (0.2346, 1.9482, -0.4204)
H (1.2707, 0.0478, 1.5419)
H (-0.7888, 1.1838, 0.9478)
H (0.2978, -2.0606, -0.1960)
H (-0.8476, -1.4050, 1.0659)
H (-2.4593, 0.0573, 0.2879)
H (2.7694, 1.0808, -0.3397)

Force components x, y, z for each atom (eV/Å):
0.027 0.948 0.201
-0.017 0.116 -0.558
-0.702 -0.049 0.171
-0.473 0.076 0.477
-0.853 0.228 1.104
-0.486 -1.079 0.768
0.195 -0.059 -0.161
-0.187 -0.132 0.086
0.190 0.036 0.435
0.908 0.359 -1.001
-0.119 -0.196 -0.087
1.441 0.542 -1.101
0.042 -0.035 -0.050
0.034 -0.756 -0.281

---

Computed, not measured: a 3-piece molecular cluster, C3H12N2O2 overall in a non-equilibrium geometry, with the ωB97M-V functional and the def2-TZVPD basis.

Summary:
Highest occupied orbital energy = -7.711 eV
Net charge = 0
Molar mass = 108.14 g mol⁻¹
Gap between HOMO and LUMO = 8.470 eV
SMILES = C/C(N)=C/N.O.O

CARTESIAN COORDINATES (ANGSTROEM)
O (-1.9636, 1.4445, 1.7030)
O (-1.0334, -3.6512, -1.3676)
N (-0.1700, -0.7168, -0.0575)
N (0.4730, 1.9034, -1.5714)
C (0.7566, 0.3326, 0.3057)
C (1.4320, 0.0505, 1.6369)
C (1.1830, 1.2555, -0.5618)
H (0.7136, 2.8347, -1.8381)
H (-0.8218, -4.5592, -1.1476)
H (0.0055, 1.3695, -2.2898)
H (0.9318, 0.6612, 2.4004)
H (2.4859, 0.3033, 1.6204)
H (2.1927, 1.6232, -0.4658)
H (-1.7738, 2.3736, 1.8734)
H (-0.9712, -0.3308, -0.5403)
H (-1.5425, -3.5769, -2.1741)
H (-1.1112, 1.0421, 1.4978)
H (1.0871, -0.9267, 1.9210)
H (0.3847, -1.3311, -0.6229)

Force components x, y, z for each atom (eV/Å):
-0.061 0.067 0.063
0.344 0.741 0.492
-0.729 1.303 0.923
-0.692 -1.094 -0.754
0.920 -1.088 -0.348
-1.045 0.853 -0.581
0.209 1.123 0.452
0.445 0.001 -0.059
-0.271 -0.168 -0.423
-0.011 0.109 0.154
0.283 0.317 -0.046
0.207 -0.443 0.291
0.035 0.670 0.822
0.049 -0.125 -0.070
-0.052 -0.380 -0.371
-0.049 -0.561 -0.113
-0.049 0.066 -0.021
0.903 -0.823 0.116
-0.436 -0.568 -0.527

---

Computed, not measured: a 3-piece molecular cluster, CH3NO2S overall in a non-equilibrium geometry, with the ωB97M-V functional and the def2-TZVPD basis.

Summary:
Highest occupied orbital energy = -11.384 eV
Net charge = 0
Molar mass = 93.11 g mol⁻¹
Gap between HOMO and LUMO = 10.108 eV

CARTESIAN COORDINATES (ANGSTROEM)
S (1.8929, -1.0507, 0.4843)
O (0.6575, -1.2379, 1.1398)
O (1.8084, -1.2108, -0.9326)
N (-1.4324, -0.2047, -0.0117)
C (-1.4368, 0.4527, -1.0214)
H (0.3727, 2.2498, -0.0363)
H (-0.2574, 1.9172, -0.2488)
H (-1.6048, -0.9156, 0.6268)

Force components x, y, z for each atom (eV/Å):
0.348 0.063 -1.336
-0.823 -0.340 1.747
0.799 0.079 -0.203
-0.466 3.188 -4.834
-0.263 -2.519 3.346
0.115 0.182 0.078
0.367 0.362 0.107
-0.076 -1.015 1.094

---

Computed, not measured: one molecule with the formula C4H6N2 in a non-equilibrium geometry, with the ωB97M-V functional and the def2-TZVPD basis.

Summary:
Highest occupied orbital energy (spin up / spin down) = -7.430 / -7.429 eV
Net charge = 0
Molar mass = 82.11 g mol⁻¹
Gap between HOMO and LUMO (spin up / spin down) = 8.101 / 8.101 eV

CARTESIAN COORDINATES (ANGSTROEM)
N (-0.6907, -0.2192, 0.4085)
N (-0.0609, -1.2750, 0.0001)
C (0.0063, 0.9561, 0.0432)
C (1.2638, -0.7072, -0.8835)
C (1.0949, 0.7657, -0.6440)
C (-1.7331, -0.2404, 1.2461)
H (0.9210, -0.9358, -1.8987)
H (-0.3181, 1.9596, 0.3964)
H (1.8583, 1.3730, -0.8321)
H (2.2725, -1.2743, -0.6707)
H (-2.2840, 0.7443, 1.4809)
H (-2.3301, -1.1468, 1.3538)

Force components x, y, z for each atom (eV/Å):
0.437 -0.740 0.793
2.540 -0.221 -1.871
-0.865 3.342 1.082
-2.269 -1.610 1.490
-1.054 -4.347 0.743
-1.538 2.018 -0.357
0.460 -0.151 -0.038
-0.138 -1.108 -0.182
2.469 3.020 -1.004
-2.142 1.327 -0.035
1.360 -1.640 -0.613
0.741 0.109 -0.006

---

Q: Which value of net charge does entry 5 give?
A: 0